# 1
54
Properties=species:S:1:pos:R:3:forces:R:3:lowdin_charge:R:1 method="wB97M-V/def2-TZVPD" relative_energy_kcal_mol=16.3 fmax_ha_per_bohr=0.0680 charge=+1 e_lumo_ha=-0.1645 orbital_gap_ev=6.72
V 0.080197 -0.005599 0.794943 0.964 -0.800 -1.605 1.122
Cl -6.220884 3.315909 -0.828679 -0.005 -0.009 0.001 0.722
C -4.818636 2.494430 -0.252133 0.001 0.011 0.013 -0.648
C -4.196706 2.931890 0.912049 -0.028 0.034 0.016 -0.057
C -3.072528 2.277510 1.386708 -0.082 0.147 0.227 0.033
C -2.575171 1.215332 0.667302 0.459 -0.390 -0.128 -0.249
O -1.456179 0.550259 1.049699 -2.959 1.463 1.162 -0.184
C -3.179622 0.765708 -0.503842 0.155 -0.303 -0.331 -0.106
C -2.640504 -0.411442 -1.201057 -0.266 0.207 0.082 0.003
N -1.466523 -0.848217 -0.988400 0.637 -0.004 0.122 0.077
C -0.988463 -2.062752 -1.503516 -0.121 0.084 0.035 -0.202
C -1.249616 -2.610114 -2.726095 -0.016 -0.018 -0.180 0.019
C -0.685963 -3.857127 -3.080142 -0.021 0.025 0.015 -0.036
C 0.106916 -4.537046 -2.201555 0.005 0.004 -0.018 -0.003
C 0.381955 -3.994415 -0.921650 0.004 -0.134 0.002 -0.130
C 1.142055 -4.663892 0.060344 0.054 -0.046 -0.015 0.040
C 1.309062 -4.098341 1.293495 0.001 -0.060 -0.003 -0.003
C 0.786816 -2.822485 1.524657 -0.129 0.087 -0.025 -0.067
N 0.093216 -2.147149 0.624188 0.204 -0.083 0.104 0.040
C -0.150059 -2.740446 -0.589707 -0.020 0.100 0.220 -0.128
C -4.329571 1.404074 -0.949320 -0.097 -0.027 -0.116 -0.033
H -4.599955 3.781924 1.444860 -0.008 -0.015 0.001 0.120
H -2.585508 2.579604 2.304374 0.003 0.030 -0.028 0.139
H -3.321189 -0.942261 -1.870986 -0.005 0.017 -0.021 0.149
H -1.877440 -2.080508 -3.432583 0.023 -0.018 -0.003 0.125
H -0.897969 -4.275839 -4.054666 0.010 0.029 0.010 0.119
H 0.530274 -5.497649 -2.466390 -0.015 0.014 0.013 0.127
H 1.587269 -5.623781 -0.172305 -0.056 -0.009 0.009 0.135
H 1.861606 -4.597228 2.076063 0.008 0.025 -0.001 0.124
H 0.963925 -2.329437 2.472811 0.047 0.048 0.001 0.137
H -4.836697 1.059258 -1.841991 0.011 0.030 0.006 0.125
Cl 6.327718 0.585244 3.070011 -0.013 0.009 0.012 0.724
C 4.632098 0.727197 2.872146 0.042 0.020 0.040 -0.684
C 3.874203 1.473823 3.793765 0.004 0.006 0.023 -0.683
Cl 4.650079 2.237600 5.116569 -0.015 -0.003 -0.005 0.723
C 2.495302 1.594582 3.645996 -0.048 0.202 0.185 -0.610
Cl 1.513048 2.477792 4.738731 0.052 0.004 -0.001 0.755
C 1.902849 0.968040 2.565618 -0.562 0.094 -0.077 -0.305
O 0.589381 0.972161 2.240030 0.609 -0.131 0.544 -0.122
C 2.648428 0.231933 1.668629 -0.242 -0.103 -0.537 -0.322
O 1.860475 -0.303018 0.729703 1.265 -0.337 0.083 -0.164
C 4.017478 0.096809 1.797299 0.226 -0.126 -0.123 -0.610
Cl 4.875450 -0.841899 0.643851 -0.018 0.043 0.052 0.747
F 0.947735 4.164102 -3.581635 0.000 -0.048 0.034 0.082
C 0.769496 3.256685 -2.611016 0.011 0.061 -0.077 -0.271
C 0.970626 1.920488 -2.907444 0.019 -0.012 -0.045 0.016
C 0.784068 0.982467 -1.904699 0.072 -0.024 0.052 -0.075
C 0.394652 1.402616 -0.642219 -0.121 -0.071 0.226 -0.154
C 0.208105 2.745369 -0.354442 -0.014 -0.025 0.010 -0.059
C 0.401121 3.690371 -1.355047 0.000 0.023 0.047 0.018
H 1.276366 1.630117 -3.903614 0.000 0.015 0.011 0.128
H 0.965103 -0.063600 -2.123918 -0.008 -0.010 -0.006 0.111
H -0.073654 3.073696 0.637369 -0.010 -0.017 0.008 0.116
H 0.275747 4.747267 -1.162137 -0.008 -0.009 -0.023 0.130



# 2
60
Properties=species:S:1:pos:R:3:forces:R:3:lowdin_spin:R:1 method="wB97M-V/def2-TZVPD" relative_energy_kcal_mol=3.6 spin_multiplicity=6 fmax_ha_per_bohr=0.0238 charge=-1 e_lumo_ha="0.0742 / 0.0738" orbital_gap_ev="5.98 / 8.31"
Ru 0.112187 0.049697 0.212772 -0.101 -0.227 -0.120 3.461
O -3.753647 1.773677 0.937046 -0.084 0.013 0.022 0.016
C -2.578975 1.471221 0.774988 0.112 -0.048 -0.021 0.012
O -2.102551 0.386229 0.293968 -0.056 0.139 -0.116 0.123
C -1.513814 2.499230 1.169169 -0.132 -0.026 -0.103 0.013
C -1.787936 3.766658 1.658352 -0.154 -0.146 0.050 0.001
C -0.722237 4.608778 1.921593 0.091 0.119 0.016 0.005
C 0.577594 4.183141 1.676327 0.118 0.168 0.113 0.001
C 0.770643 2.910134 1.183935 -0.060 -0.239 -0.242 0.013
N -0.268428 2.113930 0.950786 0.150 0.246 -0.196 0.080
C 2.126008 2.323609 0.783076 -0.078 -0.047 0.012 0.011
O 3.122831 3.011241 0.954667 0.081 0.027 0.021 0.015
O 2.062347 1.146798 0.280702 -0.031 0.124 -0.158 0.118
H -2.820600 4.046579 1.810348 0.008 0.031 0.015 0.001
H -0.895372 5.607729 2.302910 -0.027 0.002 0.004 0.000
H 1.440466 4.812894 1.842043 -0.008 -0.004 0.014 0.001
F -1.222104 -7.106046 3.771008 -0.014 0.007 0.033 0.000
C -0.778795 -7.386466 2.537505 0.023 -0.004 -0.026 0.000
F 0.346825 -8.118465 2.681988 0.004 -0.003 -0.003 0.000
F -1.687870 -8.205285 1.967508 -0.013 -0.009 -0.007 0.000
C -0.539468 -6.158685 1.708428 -0.002 -0.041 0.001 0.000
C -0.622275 -4.897049 2.264556 -0.011 0.059 0.008 0.001
C -0.380266 -3.774197 1.476754 -0.086 -0.056 -0.001 0.006
C -0.050787 -3.938100 0.135886 -0.031 0.174 0.249 0.007
C 0.030881 -5.217927 -0.417741 0.064 0.080 -0.049 0.002
C -0.214381 -6.326580 0.364296 0.004 -0.028 0.004 0.001
P 0.299814 -2.425004 -0.813536 -0.047 0.649 -0.755 0.059
C 2.043285 -2.641993 -1.334826 0.047 -0.123 0.225 0.006
C 2.456598 -3.488100 -2.364476 -0.034 -0.013 -0.021 0.002
C 3.799253 -3.630618 -2.656476 -0.024 -0.043 -0.027 0.000
C 4.744484 -2.934248 -1.911958 -0.013 0.046 0.046 0.001
C 4.350721 -2.093963 -0.885147 0.043 -0.020 -0.041 0.000
C 3.000430 -1.950371 -0.596432 -0.095 0.092 0.003 0.004
C 6.192558 -3.102948 -2.263476 0.000 -0.011 -0.013 0.000
F 7.014040 -2.497440 -1.395267 0.018 0.009 0.012 0.000
F 6.547076 -4.405753 -2.301038 0.006 -0.011 0.002 0.000
F 6.473010 -2.604063 -3.486131 0.001 0.008 -0.010 0.000
C -0.632202 -2.660644 -2.371096 0.004 -0.121 -0.003 0.008
C -0.246870 -1.963986 -3.517327 0.051 -0.011 0.069 0.011
C -1.002836 -2.025487 -4.672908 -0.007 0.005 -0.065 0.000
C -2.168771 -2.777636 -4.696719 0.034 0.019 0.016 0.007
C -2.584724 -3.447892 -3.557239 -0.007 -0.001 0.021 -0.001
C -1.821613 -3.385199 -2.403071 -0.030 -0.056 0.035 0.007
C -3.011789 -2.846277 -5.932982 -0.014 0.005 -0.004 0.001
F -4.128819 -2.099730 -5.829352 -0.012 0.007 0.002 0.001
F -2.357374 -2.415747 -7.025976 0.005 0.002 -0.023 0.000
F -3.421418 -4.105746 -6.191076 -0.006 -0.016 -0.006 0.000
H -0.876202 -4.777574 3.308117 -0.007 -0.002 0.012 0.000
H -0.431200 -2.766252 1.890304 0.067 -0.100 -0.023 0.004
H 0.285471 -5.345132 -1.463189 -0.010 -0.005 0.012 0.000
H -0.153678 -7.320442 -0.059726 -0.003 -0.011 0.002 0.000
H 1.727580 -4.034612 -2.948830 -0.034 0.015 -0.029 0.000
H 4.115752 -4.286271 -3.457583 0.009 -0.001 -0.004 0.000
H 5.083336 -1.541172 -0.315053 0.008 0.005 0.006 0.000
H 2.695985 -1.277180 0.198555 0.005 -0.004 -0.001 0.002
H 0.651453 -1.359214 -3.509388 0.040 -0.001 0.028 0.002
H -0.685778 -1.486568 -5.554691 -0.003 -0.003 -0.012 0.000
H -3.503674 -4.019073 -3.567382 -0.007 -0.006 -0.006 0.000
H -2.163869 -3.904634 -1.517398 0.009 -0.007 0.000 0.000
O 0.328898 -0.905573 1.744305 0.240 -0.611 1.035 0.995



# 3
61
Properties=species:S:1:pos:R:3:forces:R:3:lowdin_spin:R:1 method="wB97M-V/def2-TZVPD" spin_multiplicity=2 fmax_ha_per_bohr=0.0771 charge=+1 e_lumo_ha="-0.1147 / -0.1534" orbital_gap_ev="6.71 / 5.62"
Cu -4.071005 -11.706782 13.914867 0.847 -1.405 -0.475 0.628
F -4.299386 -12.489524 21.086852 -0.208 -0.027 -0.588 0.000
C -4.629857 -12.361798 19.796418 0.476 0.304 1.336 0.000
C -5.963414 -12.491865 19.430794 -0.248 -0.060 0.195 0.001
F -6.874622 -12.798773 20.364549 0.564 0.290 -0.714 0.000
C -6.312514 -12.250555 18.109051 0.006 -0.148 0.098 0.003
F -7.613280 -12.262552 17.790238 0.557 -0.089 -0.005 0.000
C -5.322188 -12.020440 17.145428 -0.017 0.546 -0.569 0.013
P -5.776622 -11.749423 15.381526 -1.581 -0.993 0.694 0.057
C -6.923469 -10.342544 15.271341 -0.834 0.900 -0.348 0.007
C -7.355257 -9.942500 13.980725 0.471 -1.059 0.220 0.002
C -8.168921 -8.822399 13.811000 0.481 -0.449 -1.264 0.000
C -8.660875 -8.129329 14.893455 0.348 -0.818 1.049 0.003
C -8.311375 -8.559115 16.190757 0.380 0.079 -0.676 0.000
C -7.425796 -9.618815 16.374308 0.635 -0.452 -0.369 0.004
C -6.780527 -13.245406 15.079082 0.102 0.112 0.302 0.004
C -7.954399 -13.269826 14.372714 -0.809 0.111 -0.677 0.005
C -8.519454 -14.476901 13.955880 -0.420 0.500 -0.534 0.000
C -7.945371 -15.687705 14.283861 0.434 -0.301 0.496 0.005
C -6.797399 -15.662850 15.121545 -1.191 -0.289 -0.218 -0.001
C -6.261598 -14.457207 15.520301 1.054 0.006 -0.132 0.005
C -3.985768 -11.964358 17.548404 0.416 0.006 -0.124 0.000
Br -2.467271 -11.971921 16.351487 -0.761 0.284 0.321 0.003
C -3.639991 -12.021406 18.889413 -0.006 -0.171 -0.685 0.000
F -2.373359 -11.800118 19.239444 -0.561 -0.367 0.404 0.000
H -7.112440 -10.602764 13.111562 0.040 0.935 0.633 0.000
H -8.354536 -8.514510 12.764821 -0.289 -0.160 0.800 0.000
H -9.352965 -7.328744 14.746445 -0.159 0.497 0.038 0.000
H -8.665591 -8.015003 17.046966 -0.193 0.049 0.206 0.000
H -7.063812 -9.931515 17.356536 -0.418 0.458 -0.146 0.000
H -8.514932 -12.381985 14.105422 0.328 0.203 -0.016 0.000
H -9.404130 -14.372950 13.306905 0.395 -0.465 0.507 0.000
H -8.406129 -16.629951 13.929978 0.516 0.641 0.345 0.000
H -6.386566 -16.587972 15.505049 0.109 0.035 -0.169 0.000
H -5.335273 -14.408336 16.096935 -0.259 -0.430 -0.079 0.000
Br -3.860903 -16.866185 13.274028 -0.553 -0.529 0.243 0.000
C -2.779793 -15.542542 12.587096 -0.326 2.507 0.858 0.002
C -1.681932 -15.858601 11.824174 1.715 0.955 -0.598 0.002
C -0.793035 -14.865322 11.408826 -0.637 -0.986 -0.472 -0.003
Br 0.789495 -15.463799 10.559596 0.016 0.203 -0.163 0.000
C -1.075992 -13.497385 11.547688 0.612 0.263 0.518 0.001
C -0.325036 -12.446392 10.950288 -2.401 0.871 1.069 -0.004
C -0.728073 -11.138970 11.237818 0.838 -0.227 -0.743 0.003
C -1.750597 -10.893664 12.166601 -0.656 -1.379 0.838 0.001
N -2.478472 -11.877649 12.761153 1.716 0.924 -1.841 0.062
C -2.158906 -13.160276 12.399720 -0.439 -0.708 0.357 0.005
C -3.006126 -14.173989 12.973285 0.203 -0.751 -0.657 0.011
O -3.959010 -13.783859 13.763383 -0.504 0.910 0.304 0.118
H -1.405292 -16.863962 11.551919 -0.295 -0.266 0.226 0.000
H 0.357269 -12.709730 10.192182 1.046 0.037 -0.549 0.000
H -0.264272 -10.276762 10.707402 -0.349 -0.781 0.657 0.001
H -1.976418 -9.891542 12.483340 -0.099 0.211 -0.153 0.000
N -4.692822 -6.645154 12.264774 -0.340 -0.960 -0.174 0.000
N -4.434717 -7.689207 13.106690 1.152 -3.281 1.900 0.002
N -3.858320 -7.587974 14.318955 -0.517 0.390 -1.422 0.001
C -3.652075 -8.849348 14.663410 -0.478 0.014 -0.880 0.001
N -4.078699 -9.712437 13.713814 -0.627 2.155 -0.391 0.057
N -4.605693 -8.975953 12.703951 1.005 1.421 1.626 0.003
H -4.852258 -5.776173 12.795134 -0.431 -0.755 -0.497 0.000
H -5.406933 -7.088068 11.658748 0.182 1.595 0.145 0.000
H -3.187183 -9.124397 15.596375 -0.040 -0.103 -0.058 0.000